60
Properties=species:S:1:pos:R:3 method="wB97M-V/def2-TZVPD" orbital_gap_ev=5.87 multiplicity=1 total_energy_ha=-2565.23249 total_charge=+1 homo_ev=-11.4 e_lumo_ev=-5.5655
C 1.33 -2.50 -0.76
C 2.13 -2.90 -2.13
N 2.60 -1.73 -2.97
N 3.07 -0.68 -2.20
C 4.47 -0.83 -1.56
N 5.30 -2.12 -1.73
C 5.18 0.38 -0.66
C 4.30 1.78 -0.42
P 5.07 3.24 0.61
S 6.25 2.59 2.03
C 2.78 1.90 -1.08
B 1.88 3.25 -0.83
N 1.80 4.47 -1.72
O 1.01 3.24 0.41
C 2.26 0.61 -1.97
O 0.90 0.76 -2.58
C 1.19 1.30 -3.94
N 1.38 1.75 -5.16
H 2.17 -2.24 0.06
H 0.62 -1.58 -0.99
H 0.71 -3.45 -0.39
H 1.38 -3.51 -2.83
H 3.04 -3.64 -1.92
H 1.83 -1.45 -3.61
H 5.11 -2.53 -2.67
H 4.89 -2.78 -1.01
H 6.26 0.22 -0.20
H 5.80 4.17 -0.27
H 3.98 4.02 1.18
H 0.93 4.47 -2.30
H 2.65 4.59 -2.32
H 1.58 2.71 1.06
C -2.34 -2.36 3.41
C -1.59 -1.86 2.43
C -0.11 -1.80 2.54
O 0.56 -1.35 1.61
C 0.51 -2.30 3.77
C -0.24 -2.80 4.76
C -1.72 -2.88 4.64
O -2.38 -3.36 5.55
O 0.34 -3.26 5.93
O -2.17 -1.37 1.27
H -3.42 -2.41 3.34
H 1.59 -2.24 3.85
H -0.41 -3.58 6.48
H -1.42 -1.06 0.71
C -4.97 2.54 -0.49
C -4.40 1.37 -0.21
C -5.18 0.10 -0.25
O -4.62 -0.96 0.00
C -6.61 0.18 -0.57
C -7.18 1.36 -0.85
C -6.40 2.62 -0.84
O -6.95 3.68 -1.11
O -8.53 1.44 -1.15
O -3.06 1.29 0.12
H -4.42 3.47 -0.47
H -7.17 -0.74 -0.58
H -8.70 2.39 -1.31
H -2.88 0.34 0.28